1.
58
Properties=species:S:1:pos:R:3:nbo_charge:R:1 method="wB97M-V/def2-TZVPD" homo_ev=-5.562 total_charge=-1 relative_energy_kj_mol=40.3 orbital_gap_ev=7.972
Pd 1.330 -0.444 -0.636 0.75
C -3.863 -0.002 3.492 -0.20
C -4.180 0.016 2.143 -0.24
C -3.182 0.160 1.190 -0.13
C -1.857 0.290 1.585 -0.37
C -1.543 0.259 2.943 -0.17
C -2.538 0.121 3.893 -0.22
P -0.489 0.526 0.404 1.01
C -1.350 0.382 -1.216 -0.37
C -1.617 1.460 -2.053 -0.16
C -2.132 1.245 -3.325 -0.23
C -2.385 -0.044 -3.768 -0.21
C -2.131 -1.125 -2.933 -0.20
C -1.616 -0.914 -1.666 -0.21
C -0.036 2.273 0.495 -0.33
C -0.774 3.297 1.024 -0.20
C -0.239 4.603 1.037 -0.23
C 1.021 4.834 0.558 -0.20
C 1.816 3.785 0.036 0.02
C 3.156 3.988 -0.378 -0.24
C 3.899 2.925 -0.802 -0.19
C 3.338 1.624 -0.879 -0.26
C 2.039 1.386 -0.511 -0.08
C 1.269 2.485 -0.020 -0.12
H -4.644 -0.119 4.232 0.21
H -5.210 -0.087 1.825 0.21
H -3.439 0.169 0.138 0.22
H -0.507 0.334 3.253 0.22
H -2.281 0.096 4.944 0.21
H -1.402 2.469 -1.724 0.21
H -2.318 2.091 -3.976 0.21
H -2.765 -0.209 -4.768 0.21
H -2.308 -2.136 -3.277 0.21
H -1.380 -1.755 -1.022 0.26
H -1.759 3.112 1.435 0.22
H -0.826 5.416 1.446 0.21
H 1.447 5.831 0.599 0.20
H 3.578 4.985 -0.336 0.20
H 4.928 3.072 -1.109 0.21
H 3.943 0.820 -1.280 0.23
F 3.146 -4.327 1.364 -0.34
C 2.594 -3.633 0.340 0.96
F 2.812 -4.337 -0.767 -0.30
F 3.277 -2.485 0.247 -0.32
C 1.069 -3.357 0.551 0.04
O 0.574 -2.437 -0.270 -0.86
C 0.292 -4.696 0.312 0.96
F -0.955 -4.613 0.814 -0.33
F 0.174 -4.957 -0.987 -0.31
F 0.870 -5.773 0.884 -0.33
C 0.856 -2.932 2.046 0.95
F 1.728 -1.971 2.403 -0.33
F 0.991 -3.936 2.939 -0.33
F -0.368 -2.422 2.229 -0.32
O 2.072 -0.316 -2.662 -0.60
N 2.497 -1.368 -3.285 0.72
O 2.778 -1.238 -4.475 -0.48
O 2.601 -2.418 -2.673 -0.47

2.
71
Properties=species:S:1:pos:R:3:mulliken_charge:R:1 method="wB97M-V/def2-TZVPD" homo_ev=-11.266 total_charge=+1 relative_energy_kj_mol=64.9 orbital_gap_ev=6.321
W 0.091 -0.394 -0.015 0.80
C -3.218 0.036 1.171 -1.20
N -2.045 0.806 0.733 0.48
C -2.447 1.739 -0.345 -0.93
C -1.270 1.987 -1.274 -1.14
N -0.032 1.558 -0.625 0.87
C 0.933 2.534 -0.374 0.32
C 0.728 3.901 -0.223 -0.09
F -0.504 4.427 -0.190 -0.41
C 1.780 4.776 -0.029 0.12
F 1.527 6.070 0.110 -0.31
C 3.079 4.321 0.055 0.76
F 4.072 5.163 0.258 -0.32
C 3.319 2.964 -0.052 -0.33
F 4.544 2.477 0.061 -0.32
C 2.253 2.134 -0.266 0.44
F 2.457 0.828 -0.366 -0.15
C -1.538 1.595 1.881 -1.02
C -0.587 0.763 2.677 -0.81
N 0.553 0.333 1.852 0.88
C 1.779 0.522 2.556 -0.43
C 2.530 -0.536 3.049 -0.87
F 2.103 -1.788 2.892 -0.42
C 3.723 -0.356 3.713 0.41
F 4.418 -1.405 4.128 -0.31
C 4.182 0.919 3.955 0.72
F 5.324 1.106 4.591 -0.29
C 3.422 2.000 3.559 0.47
F 3.829 3.236 3.820 -0.33
C 2.232 1.791 2.899 0.45
F 1.481 2.855 2.627 -0.50
H -2.957 -0.617 2.000 0.46
H -3.586 -0.572 0.350 0.22
H -4.008 0.716 1.493 0.39
H -2.807 2.665 0.104 0.51
H -3.258 1.300 -0.913 0.56
H -1.223 3.024 -1.568 0.93
H -1.394 1.428 -2.191 0.15
H -2.372 1.922 2.504 0.51
H -1.026 2.479 1.517 0.23
H -1.094 -0.119 3.076 0.36
H -0.233 1.337 3.527 0.81
S -1.953 -0.887 -1.902 -0.33
C -3.046 -2.179 -1.694 0.43
N -3.945 -2.455 -2.643 -0.16
C -4.827 -3.576 -2.277 -0.58
C -4.176 -4.082 -0.976 -0.63
N -3.179 -3.031 -0.693 0.45
H -4.015 -1.927 -3.495 0.23
H -4.832 -4.337 -3.053 0.33
H -5.846 -3.228 -2.125 0.32
H -3.678 -5.040 -1.116 0.35
H -4.881 -4.176 -0.155 0.35
H -2.665 -3.006 0.172 -0.06
O -2.124 -3.750 1.899 -0.62
S -1.021 -2.812 1.979 0.48
N -0.987 -1.740 0.967 -0.35
O 4.143 -1.240 0.678 -0.45
S 3.020 -2.104 0.406 0.09
N 1.638 -1.553 0.271 -0.49
Cl 0.023 -3.460 -1.315 -0.16
C 0.870 -2.367 -2.368 0.74
C 0.862 -0.977 -2.108 -1.22
C 1.469 -0.218 -3.123 1.02
Cl 1.442 1.517 -3.159 -0.18
C 2.100 -0.797 -4.236 -0.24
Cl 2.847 0.181 -5.430 -0.17
C 2.133 -2.171 -4.391 0.43
Cl 2.913 -2.881 -5.735 -0.17
C 1.487 -2.965 -3.453 0.07
Cl 1.465 -4.668 -3.654 -0.17

3.
61
Properties=species:S:1:pos:R:3:nbo_charge:R:1 method="wB97M-V/def2-TZVPD" homo_ev="-7.376 / -8.569" total_charge=0 spin_multiplicity=3 relative_energy_kj_mol=0.0 orbital_gap_ev="6.484 / 7.440"
W -1.738 0.433 1.808 1.86
O -0.222 1.283 2.852 -0.56
N -0.399 1.623 4.139 0.00
C 0.726 1.776 4.867 0.06
C 0.658 2.160 6.173 -0.27
C -0.604 2.379 6.736 -0.14
C -1.732 2.196 5.981 -0.23
C -1.646 1.791 4.638 0.05
S -3.003 1.512 3.645 -0.05
H 1.626 1.564 4.311 0.24
H 1.565 2.276 6.746 0.24
H -0.692 2.681 7.771 0.23
H -2.719 2.339 6.395 0.24
C 2.942 3.357 -3.544 -0.62
C 1.832 2.426 -4.016 -0.03
C 2.285 1.418 -5.063 -0.41
C 3.316 0.463 -4.478 -0.43
C 2.809 -0.146 -3.197 -0.03
C 3.302 -1.344 -2.738 -0.22
C 2.809 -1.913 -1.567 0.40
F 3.337 -3.081 -1.172 -0.31
C 1.814 -1.335 -0.836 -0.23
C 1.292 -0.112 -1.283 -0.14
C 0.212 0.513 -0.545 0.51
O -0.245 -0.105 0.464 -0.68
C -0.268 1.751 -1.020 -0.32
C 0.287 2.277 -2.160 0.17
N 1.261 1.699 -2.861 -0.34
C 1.795 0.486 -2.449 0.23
C -1.365 2.555 -0.383 0.81
O -1.768 3.554 -0.934 -0.60
O -1.810 2.134 0.770 -0.74
H 3.378 3.883 -4.394 0.23
H 3.733 2.805 -3.037 0.21
H 2.550 4.100 -2.849 0.23
H 1.013 3.018 -4.424 0.22
H 2.692 1.956 -5.919 0.23
H 1.416 0.857 -5.414 0.22
H 4.256 0.989 -4.291 0.22
H 3.546 -0.331 -5.189 0.24
H 4.073 -1.877 -3.281 0.24
H 1.424 -1.790 0.063 0.26
H -0.090 3.224 -2.525 0.25
O -1.110 -3.040 4.163 -0.60
C -1.422 -2.343 3.224 0.79
O -1.067 -1.092 3.074 -0.77
C -2.159 -2.906 2.033 -0.21
C -1.934 -4.147 1.485 -0.11
C -2.386 -4.414 0.192 -0.03
C -2.947 -3.451 -0.618 -0.14
C -3.164 -2.209 -0.050 -0.09
C -2.923 -1.979 1.308 0.46
O -3.312 -0.854 1.878 -0.71
N -3.443 -1.052 -0.860 0.55
O -4.046 -1.177 -1.897 -0.33
O -2.966 0.022 -0.482 -0.40
N -2.142 -5.743 -0.384 0.54
O -2.473 -5.927 -1.541 -0.39
O -1.623 -6.580 0.324 -0.37
H -1.371 -4.900 2.020 0.27
H -3.164 -3.655 -1.656 0.27

4.
56
Properties=species:S:1:pos:R:3:nbo_charge:R:1 method="wB97M-V/def2-TZVPD" homo_ev="-10.485 / -10.535" total_charge=+1 spin_multiplicity=2 relative_energy_kj_mol=185.0 orbital_gap_ev="6.034 / 6.232"
Mn 0.119 -0.111 -0.048 0.86
O -0.056 -0.591 4.601 -0.63
C 0.858 -1.558 4.513 0.41
C 1.098 -2.331 5.647 -0.28
C 2.035 -3.336 5.597 -0.09
C 2.767 -3.611 4.431 -0.26
C 2.539 -2.868 3.307 -0.11
C 1.576 -1.830 3.320 -0.25
C 1.257 -1.109 2.143 0.65
O 0.393 -0.207 2.031 -0.62
N 1.875 -1.527 0.890 -0.25
N 1.978 -0.326 0.126 -0.33
C 2.981 0.466 0.215 0.19
C 2.838 1.806 -0.267 -0.26
C 3.992 2.593 -0.463 -0.12
C 3.898 3.898 -0.863 -0.27
C 2.624 4.455 -1.050 -0.15
C 1.480 3.723 -0.845 -0.24
C 1.541 2.373 -0.450 0.40
O 0.408 1.738 -0.252 -0.70
H -0.122 -0.123 3.751 0.51
H 0.538 -2.117 6.547 0.25
H 2.213 -3.930 6.485 0.23
H 3.500 -4.405 4.423 0.24
H 3.078 -3.059 2.391 0.24
H 3.902 0.125 0.685 0.21
H 4.963 2.141 -0.295 0.22
H 4.786 4.494 -1.019 0.23
H 2.536 5.491 -1.353 0.22
H 0.500 4.165 -0.968 0.22
O -5.832 0.518 -4.508 -0.34
N -5.577 0.570 -3.329 0.53
O -6.343 0.947 -2.467 -0.36
C -4.168 0.309 -2.930 0.04
C -3.280 0.256 -3.940 -0.12
C -1.887 0.051 -3.684 -0.09
C -0.915 -0.068 -4.694 -0.10
C 0.391 -0.287 -4.341 -0.22
C 0.728 -0.367 -2.983 0.11
N -0.168 -0.242 -2.026 -0.42
C -1.464 -0.043 -2.365 0.25
C -2.417 0.012 -1.290 0.14
N -1.897 -0.131 -0.043 -0.45
C -2.716 -0.203 0.986 0.12
C -4.102 -0.132 0.830 -0.24
C -4.640 0.053 -0.417 -0.11
C -3.786 0.146 -1.540 -0.01
H -3.636 0.378 -4.954 0.27
H -1.207 0.007 -5.733 0.24
H 1.165 -0.394 -5.086 0.25
H 1.750 -0.534 -2.666 0.22
H -2.262 -0.323 1.961 0.22
H -4.741 -0.219 1.697 0.25
H -5.706 0.122 -0.541 0.26
O 0.006 -2.843 0.698 -0.20
N 0.610 -2.014 0.135 0.28

5.
59
Properties=species:S:1:pos:R:3:mulliken_charge:R:1 method="wB97M-V/def2-TZVPD" homo_ev=-3.235 total_charge=-1 relative_energy_kj_mol=101.6 orbital_gap_ev=4.962
Ba -0.428 -0.878 -0.146 2.15
O -1.154 1.164 -0.204 -0.99
C -0.523 2.312 -0.156 0.33
N 0.065 2.806 0.885 -0.58
C -0.248 2.141 2.154 -0.92
C 0.798 1.157 2.671 0.66
C 1.897 1.604 3.403 -0.70
C 2.792 0.688 3.922 -0.29
C 2.579 -0.667 3.706 -0.62
C 1.490 -1.032 2.940 -0.33
N 0.619 -0.149 2.427 -0.21
C -0.626 3.136 -1.408 0.44
C -1.091 4.398 -1.313 -0.99
C -1.748 4.998 -2.486 -0.25
C -1.774 4.408 -3.678 -0.88
C -0.924 3.209 -3.921 -0.08
N -0.442 2.555 -2.648 0.03
H -1.208 1.620 2.136 0.25
H -0.306 2.922 2.917 0.60
H 2.025 2.668 3.558 0.40
H 3.645 1.025 4.501 0.40
H 3.244 -1.423 4.102 0.43
H 1.301 -2.078 2.716 0.42
H -1.146 4.864 -0.341 0.45
H -2.333 5.901 -2.336 0.35
H -2.396 4.781 -4.482 0.38
H -0.060 3.443 -4.548 0.32
C -4.397 -3.944 -2.812 -0.84
S -2.823 -4.770 -2.663 -0.05
C -1.943 -3.796 -1.479 0.37
S -2.779 -2.757 -0.392 -0.46
N -0.664 -4.186 -1.519 -1.26
N 0.208 -3.324 -0.901 0.72
C 1.384 -3.749 -0.652 -1.10
C 2.460 -2.766 -0.236 0.80
C 3.766 -3.199 -0.066 -0.78
C 4.751 -2.266 0.230 -0.33
C 4.420 -0.928 0.339 -0.81
C 3.089 -0.574 0.174 -0.64
N 2.137 -1.474 -0.083 0.49
H -4.956 -4.549 -3.531 0.32
H -4.286 -2.936 -3.202 0.28
H -4.934 -3.913 -1.868 0.28
H 1.652 -4.793 -0.813 0.29
H 4.003 -4.248 -0.182 0.45
H 5.775 -2.595 0.359 0.41
H 5.166 -0.172 0.543 0.45
H 2.769 0.462 0.259 0.49
F 0.662 -0.388 -2.262 -0.26
C -0.177 0.042 -3.299 0.35
C -0.774 1.268 -3.236 -0.50
C -1.519 1.837 -4.363 1.90
F -2.998 1.921 -4.162 -0.49
C -1.183 1.185 -5.591 -0.74
F -1.319 1.850 -6.781 -0.38
C -0.712 -0.091 -5.590 0.35
F -0.654 -0.786 -6.750 -0.33
C -0.250 -0.732 -4.433 -0.38
F 0.002 -2.067 -4.436 -0.37

6.
70
Properties=species:S:1:pos:R:3:nbo_charge:R:1 method="wB97M-V/def2-TZVPD" homo_ev="-1.450 / -1.441" total_charge=-2 spin_multiplicity=2 relative_energy_kj_mol=52.4 orbital_gap_ev="4.546 / 4.529"
Ti 0.442 -0.649 -0.696 1.51
Se 2.767 -0.253 -1.757 -0.24
Te 3.959 -0.685 -3.954 -0.45
Te 3.263 3.562 -3.179 -0.51
Se 1.645 1.915 -2.220 -0.25
F -5.142 -0.375 3.516 -0.32
C -4.243 -1.293 3.096 0.19
C -3.340 -1.000 2.096 0.31
F -3.374 0.210 1.510 -0.32
C -2.427 -1.952 1.682 0.26
F -1.573 -1.533 0.710 -0.32
C -2.363 -3.263 2.182 -0.24
S -1.264 -4.460 1.640 -0.40
C -3.307 -3.499 3.205 0.28
F -3.358 -4.704 3.799 -0.31
C -4.210 -2.559 3.652 0.26
F -5.084 -2.863 4.635 -0.32
O 1.547 1.659 1.296 -0.51
C 2.035 0.510 1.583 0.66
N 1.535 -0.643 1.229 -0.88
S 2.522 -1.907 1.781 2.31
O 3.220 -2.484 0.682 -0.87
O 1.789 -2.718 2.692 -0.87
C 3.625 -0.830 2.657 -0.29
C 4.702 -1.150 3.456 -0.18
C 5.426 -0.093 3.994 -0.19
C 5.070 1.228 3.734 -0.21
C 3.973 1.528 2.939 -0.17
C 3.258 0.471 2.410 -0.06
H 4.973 -2.180 3.646 0.23
H 6.282 -0.300 4.624 0.21
H 5.660 2.030 4.159 0.21
H 3.683 2.547 2.722 0.23
Se -2.594 -0.137 -1.899 1.12
N -0.902 -0.342 -2.439 -0.76
C -0.919 -0.499 -3.751 0.22
C 0.235 -0.684 -4.564 -0.21
C 0.065 -0.793 -5.901 -0.19
C -1.235 -0.738 -6.509 -0.20
C -2.356 -0.558 -5.774 -0.22
C -2.228 -0.424 -4.355 0.07
N -3.241 -0.219 -3.530 -0.61
H 1.221 -0.720 -4.118 0.27
H 0.939 -0.916 -6.528 0.23
H -1.308 -0.844 -7.584 0.20
H -3.343 -0.515 -6.214 0.21
Cl 1.109 -4.173 -3.594 -0.01
C 0.278 -4.646 -2.087 -0.29
Cl 1.390 -5.446 -0.975 0.01
C -0.350 -3.371 -1.511 0.80
O -1.509 -3.151 -1.779 -0.60
O 0.486 -2.562 -0.926 -0.84
H -0.511 -5.339 -2.346 0.23
O -0.599 1.552 2.180 -0.70
C -0.010 1.795 0.980 0.81
O -0.352 0.946 0.040 -0.88
C -0.063 3.288 0.566 -0.12
N -0.433 4.108 1.740 -0.66
C -1.479 5.057 1.340 -0.21
C -2.260 4.260 0.306 -0.42
C -1.138 3.587 -0.488 -0.41
H 0.922 3.542 0.179 0.25
H 0.371 4.560 2.151 0.38
H -0.790 2.448 2.533 0.50
H -1.058 5.957 0.874 0.17
H -2.075 5.360 2.203 0.19
H -2.910 4.883 -0.308 0.21
H -2.872 3.507 0.808 0.21
H -0.722 4.269 -1.231 0.22
H -1.451 2.687 -1.009 0.25

7.
70
Properties=species:S:1:pos:R:3:nbo_charge:R:1 method="wB97M-V/def2-TZVPD" homo_ev="-1.431 / -1.441" total_charge=-2 spin_multiplicity=2 relative_energy_kj_mol=177.0 orbital_gap_ev="4.768 / 4.819"
Ti 0.995 0.572 0.196 1.64
Se 1.631 1.152 2.522 -0.16
Te 0.692 2.273 4.594 -0.39
Te 4.609 3.719 3.513 -0.47
Se 3.179 2.863 1.669 -0.09
F -1.952 6.766 -1.885 -0.31
C -0.938 5.883 -1.798 0.22
C -0.859 5.003 -0.736 0.31
F -1.814 5.018 0.206 -0.31
C 0.189 4.109 -0.664 0.30
F 0.206 3.271 0.381 -0.28
C 1.198 4.019 -1.623 -0.25
S 2.468 2.840 -1.500 -0.26
C 1.077 4.928 -2.675 0.30
F 1.987 4.940 -3.666 -0.31
C 0.043 5.840 -2.770 0.25
F -0.021 6.693 -3.811 -0.31
O -1.612 -1.391 1.068 -0.52
C -0.415 -1.977 1.214 0.49
N 0.777 -1.411 0.780 -0.96
S 2.030 -2.523 1.093 2.32
O 2.965 -2.009 2.053 -0.91
O 2.563 -3.035 -0.141 -0.93
C 0.989 -3.707 1.841 -0.37
C 1.346 -4.933 2.355 -0.15
C 0.336 -5.741 2.870 -0.27
C -0.998 -5.298 2.846 -0.21
C -1.350 -4.073 2.324 -0.21
C -0.330 -3.248 1.804 -0.07
H 2.380 -5.252 2.362 0.22
H 0.578 -6.707 3.294 0.20
H -1.771 -5.939 3.252 0.20
H -2.378 -3.737 2.313 0.21
Se 4.434 0.409 0.672 1.30
N 2.968 0.038 -0.350 -0.90
C 3.431 -0.471 -1.523 0.13
C 2.644 -1.016 -2.559 -0.13
C 3.259 -1.456 -3.697 -0.23
C 4.663 -1.382 -3.864 -0.24
C 5.448 -0.882 -2.865 -0.20
C 4.839 -0.446 -1.666 0.06
N 5.538 -0.058 -0.576 -0.68
H 1.577 -1.104 -2.433 0.22
H 2.653 -1.882 -4.489 0.20
H 5.115 -1.741 -4.780 0.20
H 6.525 -0.834 -2.948 0.21
Cl -1.158 -1.801 -2.200 0.02
C -1.310 -0.221 -2.997 -0.30
Cl -2.960 0.004 -3.609 -0.02
C -0.852 0.937 -2.083 0.78
O -1.573 1.881 -1.882 -0.57
O 0.356 0.755 -1.643 -0.81
H -0.651 -0.253 -3.860 0.24
O -1.313 0.088 2.775 -0.70
C -1.662 0.007 1.462 0.75
O -0.759 0.658 0.677 -0.81
C -3.073 0.586 1.187 -0.10
N -3.827 0.698 2.447 -0.66
C -5.109 -0.004 2.320 -0.21
C -4.837 -1.038 1.235 -0.41
C -3.951 -0.263 0.262 -0.42
H -2.875 1.563 0.747 0.24
H -3.927 1.658 2.742 0.38
H -2.139 0.237 3.274 0.51
H -5.912 0.671 1.995 0.16
H -5.404 -0.447 3.273 0.19
H -5.754 -1.411 0.778 0.20
H -4.284 -1.884 1.650 0.21
H -4.558 0.395 -0.362 0.21
H -3.364 -0.900 -0.394 0.25

Please write out number 4 again, unchanged.
56
Properties=species:S:1:pos:R:3:nbo_charge:R:1 method="wB97M-V/def2-TZVPD" homo_ev="-10.485 / -10.535" total_charge=+1 spin_multiplicity=2 relative_energy_kj_mol=185.0 orbital_gap_ev="6.034 / 6.232"
Mn 0.119 -0.111 -0.048 0.86
O -0.056 -0.591 4.601 -0.63
C 0.858 -1.558 4.513 0.41
C 1.098 -2.331 5.647 -0.28
C 2.035 -3.336 5.597 -0.09
C 2.767 -3.611 4.431 -0.26
C 2.539 -2.868 3.307 -0.11
C 1.576 -1.830 3.320 -0.25
C 1.257 -1.109 2.143 0.65
O 0.393 -0.207 2.031 -0.62
N 1.875 -1.527 0.890 -0.25
N 1.978 -0.326 0.126 -0.33
C 2.981 0.466 0.215 0.19
C 2.838 1.806 -0.267 -0.26
C 3.992 2.593 -0.463 -0.12
C 3.898 3.898 -0.863 -0.27
C 2.624 4.455 -1.050 -0.15
C 1.480 3.723 -0.845 -0.24
C 1.541 2.373 -0.450 0.40
O 0.408 1.738 -0.252 -0.70
H -0.122 -0.123 3.751 0.51
H 0.538 -2.117 6.547 0.25
H 2.213 -3.930 6.485 0.23
H 3.500 -4.405 4.423 0.24
H 3.078 -3.059 2.391 0.24
H 3.902 0.125 0.685 0.21
H 4.963 2.141 -0.295 0.22
H 4.786 4.494 -1.019 0.23
H 2.536 5.491 -1.353 0.22
H 0.500 4.165 -0.968 0.22
O -5.832 0.518 -4.508 -0.34
N -5.577 0.570 -3.329 0.53
O -6.343 0.947 -2.467 -0.36
C -4.168 0.309 -2.930 0.04
C -3.280 0.256 -3.940 -0.12
C -1.887 0.051 -3.684 -0.09
C -0.915 -0.068 -4.694 -0.10
C 0.391 -0.287 -4.341 -0.22
C 0.728 -0.367 -2.983 0.11
N -0.168 -0.242 -2.026 -0.42
C -1.464 -0.043 -2.365 0.25
C -2.417 0.012 -1.290 0.14
N -1.897 -0.131 -0.043 -0.45
C -2.716 -0.203 0.986 0.12
C -4.102 -0.132 0.830 -0.24
C -4.640 0.053 -0.417 -0.11
C -3.786 0.146 -1.540 -0.01
H -3.636 0.378 -4.954 0.27
H -1.207 0.007 -5.733 0.24
H 1.165 -0.394 -5.086 0.25
H 1.750 -0.534 -2.666 0.22
H -2.262 -0.323 1.961 0.22
H -4.741 -0.219 1.697 0.25
H -5.706 0.122 -0.541 0.26
O 0.006 -2.843 0.698 -0.20
N 0.610 -2.014 0.135 0.28